w) Density functional theory data (wB97M-V/def2-TZVPD) for a cluster of 2 separate species, C6H14O in total.

Output
- SMILES string: C/C=C/OCCC.[H][H]
- E_LUMO: 1.2 eV
- Gap between HOMO and LUMO: 0.35329 hartree

The geometry in XYZ format:
```
21
C6H14O (wB97M-V/def2-TZVPD)
C 3.627 -1.135 0.132
C 2.307 -0.896 0.805
C 1.182 -0.648 0.141
O -0.019 -0.507 0.765
C -1.009 0.166 0.008
C -2.320 0.120 0.773
C -3.445 0.815 0.009
H 3.550 -1.009 -0.954
H 4.394 -0.441 0.497
H 3.997 -2.150 0.323
H 2.263 -0.949 1.892
H 1.376 1.752 -2.383
H 1.156 -0.574 -0.949
H 0.725 1.914 -2.062
H -1.122 -0.319 -0.976
H -0.705 1.211 -0.167
H -2.170 0.595 1.750
H -2.575 -0.930 0.962
H -3.618 0.341 -0.965
H -3.211 1.872 -0.171
H -4.383 0.774 0.571
```

These are the Mulliken partial charges, in e, on atoms 1 to 2:
1 C -1.08
2 C 0.00



x) Density functional theory data (wB97M-V/def2-TZVPD) for a cluster of 2 separate species, C6H14O in total.

Output
- SMILES string: C/C=C(\C)CC.O
- E_LUMO: 0.9 eV
- Gap between HOMO and LUMO: 0.36530 hartree

The geometry in XYZ format:
```
21
C6H14O (wB97M-V/def2-TZVPD)
C -2.235 -1.136 0.489
C -0.703 -1.075 0.651
C -0.083 0.040 -0.189
C 0.445 1.114 0.401
C 1.069 2.264 -0.338
C -0.148 -0.221 -1.666
H -2.729 -1.585 1.345
H -2.647 -0.128 0.369
H -2.538 -1.586 -0.453
H -0.340 -1.998 0.204
H -0.431 -0.895 1.684
H 0.239 1.269 1.454
H 1.752 2.879 0.250
H 0.263 3.008 -0.482
H 1.436 2.001 -1.314
H 0.180 0.595 -2.304
H 0.378 -1.132 -1.929
H -1.188 -0.473 -1.893
H 3.009 -0.841 1.756
H 1.877 -0.725 0.731
O 2.393 -1.375 1.234
```

These are the Mulliken partial charges, in e, on atoms 1 to 2:
1 C -1.30
2 C -0.30



y) Density functional theory data (wB97M-V/def2-TZVPD) for a cluster of 2 separate species, C6H14O in total.

Output
- SMILES string: C/C=C(\C)CC.O
- E_LUMO: 0.9 eV
- Gap between HOMO and LUMO: 0.33207 hartree

The geometry in XYZ format:
```
21
C6H14O (wB97M-V/def2-TZVPD)
C -0.882 -2.078 -1.087
C -0.868 -0.527 -0.913
C 0.351 -0.038 -0.146
C 0.088 0.620 1.073
C 0.861 0.294 2.347
C 1.742 -0.628 -0.439
H -1.878 -2.349 -1.407
H -0.740 -2.358 -0.007
H -0.165 -2.635 -1.750
H -0.954 -0.047 -1.873
H -1.773 -0.299 -0.381
H -0.791 1.252 1.163
H 0.158 0.004 3.195
H 1.544 -0.557 2.421
H 1.422 1.277 2.449
H 2.175 -1.071 0.503
H 2.324 0.148 -0.843
H 1.579 -1.369 -1.237
H -1.105 2.736 -1.006
H -1.294 4.206 -1.172
O -1.794 3.420 -0.891
```

These are the Mulliken partial charges, in e, on atoms 1 to 2:
1 C -1.16
2 C -0.55



If we sort the structures by their calculated energies, the order from most to least stable is x), w), y).



w) Density functional theory data (wB97M-V/def2-TZVPD) for a cluster of 2 separate species, C6H14O in total.

Output
- SMILES string: C=CCCCC.O
- E_LUMO: 0.9 eV
- Gap between HOMO and LUMO: 0.38900 hartree

The geometry in XYZ format:
```
21
C6H14O (wB97M-V/def2-TZVPD)
C 2.065 -0.021 1.987
C 1.318 -0.647 0.680
C -0.153 -1.124 0.746
C -0.763 -1.407 -0.681
C -1.012 0.459 -2.147
C -1.547 -0.435 -1.281
H 2.989 0.444 1.499
H 2.176 -0.825 2.673
H 1.547 0.960 2.480
H 1.573 -0.296 -0.268
H 2.046 -1.456 0.574
H -0.733 -0.456 1.519
H -0.101 -2.105 1.381
H -1.301 -2.342 -0.698
H 0.168 -1.712 -1.328
H 0.074 0.433 -2.495
H -1.733 1.075 -2.786
H -2.571 -0.406 -1.044
H -0.596 2.975 -0.111
H -2.112 3.233 -0.536
O -1.333 3.653 -0.163
```

These are the Mulliken partial charges, in e, on atoms 1 to 2:
1 C -1.10
2 C -0.92



x) Density functional theory data (wB97M-V/def2-TZVPD) for a cluster of 2 separate species, C6H14O in total.

Output
- E_LUMO: 0.7 eV
- Gap between HOMO and LUMO: 0.31953 hartree

The geometry in XYZ format:
```
21
C6H14O (wB97M-V/def2-TZVPD)
C -0.576 1.918 -1.110
C 0.445 2.048 -0.036
C 1.839 2.009 -0.558
C 0.469 -0.556 0.358
C -0.840 -1.242 0.678
C -0.784 -2.742 0.426
O -1.088 -0.957 2.046
H -0.788 2.972 -1.351
H -1.525 1.509 -0.744
H -0.280 1.413 -2.046
H 0.379 0.485 0.736
H 2.067 3.078 -0.692
H 2.012 1.502 -1.523
H 2.553 1.648 0.190
H 1.303 -1.006 0.905
H 0.691 -0.570 -0.715
H -1.632 -0.798 0.049
H 0.013 -3.185 1.033
H -0.586 -2.961 -0.629
H -1.733 -3.220 0.698
H -1.938 -1.344 2.284
```

These are the Mulliken partial charges, in e, on atoms 1 to 2:
1 C -0.96
2 C -0.14



y) Density functional theory data (wB97M-V/def2-TZVPD) for the molecule C6H14O.

Output
- SMILES string: CC(C)C[C@@H](C)O
- E_LUMO: 1.0 eV
- Gap between HOMO and LUMO: 0.41014 hartree

The geometry in XYZ format:
```
21
C6H14O (wB97M-V/def2-TZVPD)
C -1.394 -1.016 -0.931
C -1.188 -0.398 0.454
C -2.266 0.661 0.704
C 0.214 0.227 0.694
C 1.297 0.004 -0.354
C 2.555 0.801 -0.015
O 1.592 -1.387 -0.397
H -2.411 -1.419 -1.010
H -0.681 -1.822 -1.118
H -1.279 -0.263 -1.722
H -1.327 -1.202 1.189
H -3.272 0.228 0.669
H -2.209 1.439 -0.070
H -2.139 1.149 1.677
H 0.614 -0.122 1.654
H 0.101 1.313 0.790
H 0.916 0.337 -1.334
H 2.959 0.464 0.946
H 2.344 1.874 0.050
H 3.330 0.657 -0.778
H 2.244 -1.523 -1.097
```

These are the Mulliken partial charges, in e, on atoms 1 to 2:
1 C -1.53
2 C 0.91



If we sort the structures by their calculated energies, the order from most to least stable is y), w), x).



w) Density functional theory data (wB97M-V/def2-TZVPD) for a cluster of 2 separate species, C6H14O in total.

Output
- SMILES string: C/C=C\[C@@H](C)O.C
- E_LUMO: 0.9 eV
- Gap between HOMO and LUMO: 0.38259 hartree

The geometry in XYZ format:
```
21
C6H14O (wB97M-V/def2-TZVPD)
C -0.109 1.940 -0.915
C -1.127 1.004 -0.315
C 0.769 1.219 2.623
C -1.109 -0.325 -0.408
C -0.060 -1.127 -1.126
C 0.358 -2.358 -0.321
O -0.634 -1.510 -2.374
H -0.420 2.984 -0.807
H 0.033 1.741 -1.984
H 0.868 1.841 -0.424
H -1.940 1.466 0.244
H 0.403 2.247 2.554
H 1.830 1.191 2.361
H 0.637 0.851 3.644
H -1.911 -0.907 0.043
H 0.200 0.596 1.928
H 0.821 -0.488 -1.301
H -0.515 -2.992 -0.130
H 0.805 -2.092 0.644
H 1.092 -2.956 -0.875
H 0.010 -2.053 -2.848
```

These are the Mulliken partial charges, in e, on atoms 1 to 2:
1 C -1.21
2 C -0.30



x) Density functional theory data (wB97M-V/def2-TZVPD) for a cluster of 2 separate species, C6H14O in total.

Output
- SMILES string: C/C=C/CCC.O
- E_LUMO: 0.8 eV
- Gap between HOMO and LUMO: 0.36467 hartree

The geometry in XYZ format:
```
21
C6H14O (wB97M-V/def2-TZVPD)
C 1.088 0.173 0.947
C -0.231 -0.562 1.132
C -0.721 -1.279 -0.160
C -1.068 -0.260 -1.223
C -2.315 0.116 -1.491
C -2.694 0.985 -2.655
H 0.926 1.003 0.259
H 1.426 0.632 1.871
H 1.842 -0.450 0.461
H -0.196 -1.263 1.965
H -1.002 0.203 1.257
H 0.020 -1.956 -0.564
H -1.686 -1.685 0.133
H -0.322 0.050 -1.934
H -3.174 -0.401 -1.066
H -2.068 1.873 -2.778
H -2.579 0.492 -3.629
H -3.753 1.247 -2.649
H 5.608 0.452 2.591
H 5.213 -0.033 4.009
O 5.688 0.662 3.525
```

These are the Mulliken partial charges, in e, on atoms 1 to 2:
1 C -1.14
2 C -0.40



If we sort the structures by their calculated energies, the order from most to least stable is w), x).



w) Density functional theory data (wB97M-V/def2-TZVPD) for the molecule C6H14O.

Output
- SMILES string: CC(C)C[C@@H](C)O
- E_LUMO: 1.0 eV
- Gap between HOMO and LUMO: 0.38727 hartree

The geometry in XYZ format:
```
21
C6H14O (wB97M-V/def2-TZVPD)
C 1.930 -0.624 0.080
C 1.031 0.305 0.855
C 0.563 -0.562 2.286
C -0.243 0.778 0.123
C -0.804 0.059 -1.106
C -2.163 0.638 -1.507
O 0.083 0.100 -2.228
H 2.701 -0.978 0.765
H 2.382 -0.152 -0.797
H 1.352 -1.484 -0.280
H 1.538 1.191 1.242
H 1.432 -0.546 2.947
H 0.306 -1.627 2.102
H -0.288 -0.185 2.914
H -0.450 1.862 0.128
H -0.577 0.294 1.056
H -0.944 -0.992 -0.810
H -2.052 1.677 -1.836
H -2.867 0.609 -0.669
H -2.606 0.073 -2.338
H -0.325 -0.435 -2.928
```

These are the Mulliken partial charges, in e, on atoms 1 to 2:
1 C -1.40
2 C 0.27



x) Density functional theory data (wB97M-V/def2-TZVPD) for a structure of composition C6H14O.

Output
- E_LUMO (spin up / spin down): 0.8 / 0.8 eV
- Gap between HOMO and LUMO (spin up / spin down): 0.29765 / 0.29799 hartree

The geometry in XYZ format:
```
21
C6H14O (wB97M-V/def2-TZVPD)
C -1.743 1.581 -1.708
O -0.685 1.050 -1.119
C -0.730 0.277 -0.079
C 0.562 -0.292 0.446
C 0.236 -1.621 1.141
C 1.551 -0.530 -0.699
C 1.175 0.680 1.472
H -2.354 -0.297 -1.768
H -1.482 2.204 -2.554
H -2.594 1.819 -1.075
H -2.049 -0.805 -1.241
H -1.599 0.371 0.575
H -0.508 -1.480 1.935
H 1.137 -2.045 1.600
H -0.164 -2.347 0.425
H 1.810 0.408 -1.200
H 1.124 -1.206 -1.448
H 2.474 -0.978 -0.313
H 1.403 1.646 1.006
H 2.106 0.272 1.885
H 0.487 0.859 2.306
```

These are the Mulliken partial charges, in e, on atoms 1 to 2:
1 C -0.59
2 O -0.20



y) Density functional theory data (wB97M-V/def2-TZVPD) for a structure of composition C6H14O.

Output
- E_LUMO: 0.8 eV
- Gap between HOMO and LUMO: 0.32520 hartree

The geometry in XYZ format:
```
21
C6H14O (wB97M-V/def2-TZVPD)
C 0.430 -0.039 0.263
C -2.046 0.449 -0.362
C -0.260 0.168 -0.974
C 0.166 -1.321 1.004
C 2.139 -0.196 -0.697
C 0.592 1.163 1.167
O -2.967 -0.501 -0.843
H -2.911 -0.527 -1.805
H -2.235 0.508 0.709
H -2.237 1.445 -0.780
H -0.054 1.099 -1.495
H -0.330 -0.696 -1.626
H -0.240 1.237 1.868
H 0.905 -2.096 0.805
H -0.784 -1.820 0.800
H 0.159 -1.219 2.089
H 2.229 0.045 -1.753
H 2.883 0.409 -0.184
H 2.398 -1.243 -0.555
H 0.667 2.093 0.606
H 1.496 1.043 1.765
```

These are the Mulliken partial charges, in e, on atoms 1 to 2:
1 C 1.67
2 C -0.47



If we sort the structures by their calculated energies, the order from most to least stable is w), y), x).



w) Density functional theory data (wB97M-V/def2-TZVPD) for a cluster of 2 separate species, C6H14O in total.

Output
- SMILES string: C/C=C(\C)CC.O
- E_LUMO: 0.9 eV
- Gap between HOMO and LUMO: 0.33768 hartree

The geometry in XYZ format:
```
21
C6H14O (wB97M-V/def2-TZVPD)
C 2.160 0.025 1.144
C 0.821 -0.599 1.459
C -0.496 0.049 1.168
C -0.403 1.312 0.608
C -1.685 1.857 -0.073
C -1.702 -0.819 1.352
H 2.708 -0.406 0.292
H 2.048 1.187 1.002
H 2.888 -0.238 1.941
H 0.863 -0.758 2.619
H 0.752 -1.583 1.072
H 0.197 2.170 1.054
H -2.446 1.087 -0.318
H -1.542 2.411 -1.013
H -2.213 2.494 0.615
H -1.625 -0.957 2.420
H -2.678 -0.373 1.167
H -1.654 -1.835 0.768
H 0.571 -0.740 -4.770
H 1.074 -2.191 -4.944
O 1.111 -1.402 -4.482
```

These are the Mulliken partial charges, in e, on atoms 1 to 2:
1 C -0.91
2 C -0.48



x) Density functional theory data (wB97M-V/def2-TZVPD) for a cluster of 2 separate species, C6H14O in total.

Output
- E_LUMO: 0.4 eV
- Gap between HOMO and LUMO: 0.25410 hartree

The geometry in XYZ format:
```
21
C6H14O (wB97M-V/def2-TZVPD)
C -0.794 1.640 0.733
C 0.559 0.970 0.487
C 1.577 1.977 -0.052
C 0.456 -0.208 -0.491
C -0.203 -1.452 -0.005
C -0.514 -2.523 -0.907
O -0.313 -1.565 1.285
H -0.692 2.426 1.490
H -1.552 0.918 1.046
H -1.164 2.103 -0.191
H 0.936 0.580 1.442
H 1.674 2.828 0.630
H 1.257 2.369 -1.026
H 2.569 1.528 -0.176
H 1.468 -0.545 -0.781
H -0.056 0.082 -1.415
H -2.237 -0.828 -0.357
H -0.724 -3.492 -0.454
H 0.076 -2.553 -1.821
H -1.585 -1.845 -0.947
H -0.738 -2.410 1.509
```

These are the Mulliken partial charges, in e, on atoms 1 to 2:
1 C -1.48
2 C 0.76



If we sort the structures by their calculated energies, the order from most to least stable is w), x).